# C32H45IrN3O4SeSi

A molecular structure, C32H45IrN3O4SeSi in a non-equilibrium geometry (wB97M-V/def2-TZVPD, the OMol25 dataset).

```
! RIJCOSX wB97M-V def2-TZVPD def2/J DEFGRID3
* xyz -1 1
Ir 0.3315 0.1083 0.1361
C 1.9193 3.1354 1.3739
N 0.7324 2.4284 0.9601
C -0.4094 2.9856 1.1570
C -1.6040 2.4067 0.6949
C -2.9212 2.8856 0.7335
C -3.6855 1.9734 0.0242
C -2.8125 0.9740 -0.4053
N -1.5673 1.2324 -0.0081
C 2.6550 2.3797 2.4508
C 2.4584 2.6974 3.7883
C 3.1166 1.9960 4.7837
C 3.9725 0.9603 4.4509
C 4.1739 0.6387 3.1204
C 3.5265 1.3493 2.1267
H 1.6532 4.1374 1.7523
H 2.5619 3.2540 0.4949
H -0.4893 3.9600 1.6563
H -3.2475 3.7856 1.2223
H -4.7388 2.0186 -0.1789
H -3.0412 0.0990 -0.9842
H 1.7843 3.5010 4.0514
H 2.9546 2.2560 5.8199
H 4.4745 0.3965 5.2254
H 4.8446 -0.1672 2.8590
H 3.6797 1.0947 1.0901
C -3.9603 -3.2618 2.6911
C -2.5549 -2.9027 2.1803
C -2.3216 -1.3928 2.3121
C -1.5143 -3.6671 2.9998
O -2.5134 -3.2879 0.8291
Si -1.2982 -3.2119 -0.2714
O -0.6355 -1.8043 -0.5391
O -1.9893 -3.8596 -1.6182
C -2.8508 -3.2571 -2.5436
C -4.0311 -2.5965 -1.8280
C -3.3625 -4.3839 -3.4541
C -2.0927 -2.2169 -3.3779
O -0.2362 -4.3819 0.1847
C 1.0463 -4.6008 -0.3453
C 1.4513 -6.0230 0.0666
C 2.0275 -3.5843 0.2476
C 1.0434 -4.4795 -1.8710
H -4.0697 -2.9662 3.7324
H -4.1246 -4.3337 2.6080
H -4.7123 -2.7535 2.0918
H -2.1979 -1.1031 3.3532
H -3.1552 -0.8425 1.8844
H -1.4217 -1.1253 1.7602
H -1.5361 -3.3585 4.0435
H -0.5282 -3.4804 2.5889
H -1.7166 -4.7330 2.9383
H -4.5956 -3.3534 -1.2917
H -4.6841 -2.0824 -2.5284
H -3.6491 -1.8944 -1.0967
H -3.8756 -5.1231 -2.8453
H -2.5285 -4.8692 -3.9549
H -4.0520 -3.9925 -4.1985
H -1.6542 -1.4841 -2.7086
H -2.7648 -1.7231 -4.0780
H -1.2885 -2.6983 -3.9297
H 1.4126 -6.1091 1.1499
H 2.4586 -6.2477 -0.2796
H 0.7522 -6.7385 -0.3595
H 2.0872 -3.7072 1.3265
H 1.6658 -2.5789 0.0395
H 3.0183 -3.7090 -0.1832
H 0.2525 -5.1022 -2.2779
H 2.0020 -4.7806 -2.2883
H 0.8352 -3.4507 -2.1457
C 1.6917 0.1524 -1.7210
C 1.4772 1.4451 -2.3020
C 2.4300 2.4773 -2.1856
C 2.2259 3.7087 -2.7671
C 1.0660 3.9646 -3.4880
C 0.1066 2.9645 -3.6107
C 0.3091 1.7289 -3.0430
H 2.7149 -0.0428 -1.4093
H 1.2419 -0.6757 -2.2604
H 3.3433 2.2840 -1.6403
H 2.9786 4.4807 -2.6723
H 0.9091 4.9314 -3.9441
H -0.8019 3.1607 -4.1644
H -0.4380 0.9548 -3.1409
Se 1.8478 -2.0811 4.2316
C 1.4409 -1.1422 2.8479
N 1.2306 -0.4782 1.9051
*
```

Summary:
Max |F|: 0.0599 hartree/bohr
Gap between HOMO and LUMO (alpha / beta): 0.23761 / 0.23778 hartree
Calculated total energy: -4507.07378 Eh


# C32H45N7O4Ti

A molecular structure, C32H45N7O4Ti (wB97M-V/def2-TZVPD, the OMol25 dataset).

```
! RIJCOSX wB97M-V def2-TZVPD def2/J DEFGRID3
* xyz 4 1
Ti -0.7073 0.5354 -0.1456
C -2.8831 2.8418 3.3468
N -1.4919 2.3919 3.5042
C -0.8239 2.7749 4.7653
C -0.8966 1.6683 2.6081
O -1.4600 1.3059 1.5164
C 0.5341 1.1985 2.7701
O 0.7349 0.1576 1.8113
C 0.5173 -1.1580 2.3341
C -0.8424 -1.6616 1.8772
O -1.3722 -1.0803 0.8734
N -1.4195 -2.6619 2.4784
C -2.7529 -3.1306 2.0635
C -0.8061 -3.4166 3.5843
H -3.4614 2.5034 4.2052
H -3.3110 2.4395 2.4356
H -2.9044 3.9305 3.3205
H -1.3235 3.6557 5.1586
H 0.2214 3.0263 4.5981
H -0.9062 1.9769 5.5031
H 0.7473 0.8540 3.7803
H 1.2277 2.0056 2.5335
H 0.6035 -1.1514 3.4182
H 1.3027 -1.8035 1.9392
H -3.2992 -2.3287 1.5795
H -3.2941 -3.4513 2.9507
H -2.6566 -3.9813 1.3892
H 0.2693 -3.2748 3.6294
H -0.9996 -4.4753 3.4229
H -1.2595 -3.1282 4.5323
C -3.8972 2.1320 -1.3906
C -2.8877 3.0480 -0.7500
C -3.3267 4.3363 -0.4329
C -2.4834 5.2314 0.1837
C -1.1791 4.8243 0.4433
C -0.7831 3.5599 0.0823
N -1.6256 2.6488 -0.5031
C 0.6416 3.1650 0.1220
C 1.7138 3.9957 0.3798
C 2.9812 3.5740 -0.0185
C 3.1057 2.4549 -0.8318
C 1.9804 1.6874 -1.0815
N 0.8420 1.9467 -0.4116
C 1.7734 0.8445 -2.2765
C 2.7942 0.4340 -3.0974
C 2.4630 -0.1181 -4.3351
C 1.1375 -0.1767 -4.6963
C 0.1434 0.2666 -3.8091
C -1.2766 0.3245 -4.2918
N 0.4596 0.7179 -2.5943
H -4.8086 2.6807 -1.6140
H -4.2148 1.3342 -0.7069
H -3.5465 1.7448 -2.3509
H -4.3399 4.6202 -0.6826
H -2.8158 6.2302 0.4365
H -0.4722 5.5112 0.8870
H 1.5826 4.9781 0.8098
H 3.8455 4.1946 0.1819
H 4.0386 2.2558 -1.3406
H 3.8294 0.5664 -2.8110
H 3.2369 -0.4464 -5.0172
H 0.8447 -0.5231 -5.6796
H -1.6933 -0.6710 -4.4523
H -1.2969 0.8243 -5.2607
H -1.9022 0.8901 -3.6103
N 0.5655 -0.9986 -0.6552
C 1.2729 -1.9147 -0.8409
N 2.0145 -2.9327 -1.0408
C 3.0581 -2.9630 -2.1280
C 3.7625 -4.3085 -2.1029
C 4.2998 -4.6253 -0.7061
C 3.1856 -4.5893 0.3695
C 1.8453 -4.1679 -0.2144
H 3.7669 -2.1593 -1.9270
H 2.5645 -2.7798 -3.0821
H 4.5806 -4.2620 -2.8211
H 3.0920 -5.0935 -2.4576
H 5.0778 -3.9029 -0.4545
H 4.7799 -5.6008 -0.7169
H 3.4592 -3.9108 1.1802
H 3.0477 -5.5729 0.8190
H 1.1073 -3.9582 0.5610
H 1.4335 -4.9385 -0.8647
C -2.4409 -1.5507 -1.7665
O -2.1549 -0.1750 -1.3642
H -3.1978 -1.5269 -2.5453
H -2.7924 -2.1159 -0.9097
H -1.5217 -1.9717 -2.1589
H -2.9563 0.3692 -1.4362
*
```

Summary:
Max |F|: 0.0123 hartree/bohr
Gap between HOMO and LUMO: 0.23011 hartree
Calculated total energy: -2778.84038 Eh


# C32H46AuN8O2SbSi

A molecular structure, C32H46AuN8O2SbSi (wB97M-V/def2-TZVPD, the OMol25 dataset).

```
! RIJCOSX wB97M-V def2-TZVPD def2/J DEFGRID3
* xyz 0 1
Au 2.1803 -2.0105 -0.7722
C 1.0250 -0.3734 5.3863
N 1.5715 -0.4250 4.0526
C 1.1691 -1.1436 2.9943
N 1.9376 -0.8959 1.9578
C 2.8354 -0.0090 2.4537
N 2.6463 0.3174 3.7130
C -0.1695 0.5422 5.5464
C -0.5954 0.8178 6.8422
C -1.7191 1.5924 7.0693
C -2.4379 2.0991 6.0009
C -2.0165 1.8327 4.7028
C -0.8780 1.0611 4.4719
C -2.8306 2.3551 3.6052
N -4.0586 2.7347 3.6741
N -4.4095 3.1660 2.4073
C -3.3733 3.0036 1.6627
O -2.3206 2.4837 2.3512
C -3.2462 3.3580 0.2487
C -4.4154 3.6066 -0.4698
C -4.3318 4.0545 -1.7739
C -3.0905 4.2608 -2.3613
C -1.9234 3.9934 -1.6599
C -0.5830 4.2803 -2.2979
N 0.3610 3.1939 -2.1504
C 0.5034 2.1188 -2.9360
N 1.3663 1.2749 -2.4173
C 1.7315 1.9000 -1.2682
N 1.1489 3.0641 -1.0614
C -2.0027 3.5269 -0.3499
H 1.8356 -0.0462 6.0352
H 0.7487 -1.3868 5.6830
H 0.3281 -1.8190 3.0297
H 3.6505 0.3827 1.8676
H -0.0362 0.4210 7.6820
H -2.0355 1.8030 8.0821
H -3.3244 2.6984 6.1552
H -0.5577 0.8695 3.4549
H -5.3720 3.4696 0.0154
H -5.2349 4.2550 -2.3348
H -3.0319 4.6225 -3.3814
H -0.1357 5.1716 -1.8587
H -0.7031 4.4581 -3.3664
H -0.0223 2.0080 -3.8716
H 2.4496 1.4925 -0.5769
H -1.0966 3.3435 0.2152
C 5.4593 0.3688 -1.4759
Si 5.4496 -1.4713 -1.0874
C 6.9649 -1.8478 -0.0455
C 5.6073 -2.3901 -2.7216
O 4.1295 -1.9180 -0.2719
H 6.3596 0.6598 -2.0238
H 5.4221 0.9615 -0.5571
H 4.5890 0.6448 -2.0769
H 7.8875 -1.5999 -0.5771
H 6.9990 -2.9073 0.2171
H 6.9490 -1.2749 0.8848
H 6.5321 -2.1369 -3.2469
H 4.7695 -2.1461 -3.3808
H 5.5959 -3.4703 -2.5567
C -2.6945 -0.2347 -1.6513
C -1.3815 -0.4346 -0.9046
C -1.5735 -0.4702 0.6098
Sb -0.1981 -2.1430 -1.4561
C -1.2454 -3.8381 -0.6334
C -2.7622 -3.8363 -0.7872
C -0.6133 -5.1036 -1.2096
C -0.3736 -2.3200 -3.5948
C -1.7275 -2.7627 -4.1364
C 0.0944 -0.9999 -4.2039
H -3.1889 0.6709 -1.2819
H -3.3852 -1.0669 -1.5065
H -2.5428 -0.1096 -2.7240
H -0.7098 0.3938 -1.1339
H -2.1594 -1.3368 0.9283
H -2.1076 0.4248 0.9392
H -0.6103 -0.4953 1.1220
H -0.9973 -3.7809 0.4306
H -3.0661 -3.8290 -1.8347
H -3.2259 -2.9792 -0.2987
H -3.1821 -4.7388 -0.3329
H -0.8217 -5.1995 -2.2782
H -1.0214 -5.9907 -0.7179
H 0.4702 -5.1141 -1.0774
H 0.3710 -3.0867 -3.8241
H -2.5295 -2.0823 -3.8471
H -1.9964 -3.7628 -3.7960
H -1.6979 -2.7866 -5.2299
H -0.5844 -0.1823 -3.9444
H 0.1140 -1.0729 -5.2949
H 1.0955 -0.7284 -3.8628
*
```

Summary:
Max |F|: 0.0059 hartree/bohr
Gap between HOMO and LUMO: 0.30050 hartree
Calculated total energy: -2500.99084 Eh


# C32H46BrCoN3P2

A molecular structure, C32H46BrCoN3P2 in a non-equilibrium geometry (wB97M-V/def2-TZVPD, the OMol25 dataset).

```
! RIJCOSX wB97M-V def2-TZVPD def2/J DEFGRID3
* xyz 2 4
N 1.4897 -7.8688 3.6901
C 0.7626 -7.0554 4.4640
C 0.4991 -5.7205 4.1153
C 1.0325 -5.1698 2.9191
C 1.7793 -6.0647 2.1176
C 1.9810 -7.3938 2.5438
C 0.7494 -3.7904 2.5248
Co 0.7182 -0.2618 0.9735
P -2.1881 2.2540 -3.6364
C 1.1887 -3.1255 1.4285
C 0.2696 -2.2443 0.7350
C -0.0239 -2.4866 -0.6369
C -1.2716 -2.2569 -1.1736
C -2.3415 -1.7429 -0.3834
C -2.0754 -1.4044 0.9395
C -0.7593 -1.5415 1.4772
Br -3.9944 -1.4152 -1.1625
H 0.0043 -3.3167 3.1510
H 2.0626 -3.4796 0.9133
H -0.1355 -5.1376 4.7789
H 2.1660 -5.7500 1.1500
H 0.3777 -7.4824 5.4028
H 2.5653 -8.0883 1.9315
H 0.7051 -3.0647 -1.1818
H -0.6673 -1.6032 2.5617
H -1.4415 -2.5332 -2.2141
H -2.8422 -0.9632 1.5830
P 2.1617 0.8575 -0.3116
C -3.6182 1.3094 -2.9856
C -4.7075 1.2078 -4.0630
H -3.9980 1.7958 -2.0720
H -3.2733 0.3129 -2.6507
H -5.6324 0.7893 -3.6544
H -4.9490 2.2034 -4.4632
H -4.3761 0.5778 -4.8958
C -1.0132 1.0065 -4.2736
C -0.6948 1.1925 -5.7673
H -1.4362 0.0089 -4.0885
H -0.0860 1.0930 -3.6916
H -0.1329 0.3284 -6.1429
H -1.6080 1.2870 -6.3732
H -0.0713 2.0833 -5.9245
C -1.4778 3.1120 -2.1915
C -1.7778 4.6089 -2.2685
H -0.3990 2.9166 -2.1840
H -1.9061 2.6601 -1.2884
H -1.0333 5.1851 -1.7211
H -1.7786 4.9682 -3.3024
H -2.7496 4.8304 -1.8229
C 2.6924 2.6007 -0.3362
C 4.1610 2.8548 -0.0010
H 2.0422 3.1456 0.3594
H 2.4433 3.0021 -1.3308
H 4.3662 2.7009 1.0673
H 4.8309 2.2099 -0.5829
H 4.4128 3.8951 -0.2279
C 1.7912 0.4770 -2.0626
C 2.3188 -0.8332 -2.6284
H 2.1216 1.3463 -2.6547
H 0.6899 0.4618 -2.0743
H 3.3276 -1.0645 -2.2721
H 1.6566 -1.6624 -2.3609
H 2.3378 -0.7735 -3.7228
C 3.5302 -0.2122 0.2970
C 3.5682 -0.2286 1.8339
H 4.4917 0.1039 -0.1364
H 3.3099 -1.2279 -0.0693
H 4.1692 -1.0859 2.1700
H 4.0174 0.6891 2.2517
H 2.5630 -0.3540 2.2864
N 0.4654 3.2317 3.3147
C 1.0174 2.3252 2.4770
N 0.0715 1.5791 1.8925
C -1.1675 2.1332 2.2793
C -2.4830 1.7046 2.0893
C -3.4221 2.0000 3.0873
C -3.1063 2.8348 4.1769
C -1.8489 3.4461 4.2465
C -0.9174 3.1028 3.2639
H 0.9718 3.8557 3.9255
H 2.0838 2.2784 2.3214
H -2.7351 1.1540 1.1855
H -4.4215 1.5591 3.0464
H -3.8452 3.0037 4.9610
H -1.5580 4.1191 5.0523
*
```

Summary:
Max |F|: 0.0662 hartree/bohr
Gap between HOMO and LUMO (alpha / beta): 0.19923 / 0.13613 hartree
Calculated total energy: -6050.06022 Eh


# C32H46BrN3P2Ti

A molecular structure, C32H46BrN3P2Ti in a non-equilibrium geometry (wB97M-V/def2-TZVPD, the OMol25 dataset).

```
! RIJCOSX wB97M-V def2-TZVPD def2/J DEFGRID3
* xyz 2 3
N -5.9922 4.4114 -4.3863
C -5.8936 4.8175 -3.1186
C -5.2338 4.0600 -2.1438
C -4.6318 2.8108 -2.4885
C -4.7210 2.4528 -3.8596
C -5.4084 3.2776 -4.7553
C -3.8333 2.0718 -1.5125
Ti -1.2103 0.3907 -0.1467
P 5.0187 -0.8079 0.3175
C -2.7853 1.1715 -1.7791
C -1.4622 1.7475 -1.5916
C -0.3536 1.0564 -2.2009
C 0.9487 1.4540 -1.8398
C 1.0847 1.8354 -0.5050
C 0.1019 2.6577 0.0590
C -1.2288 2.5176 -0.4031
Br 2.2121 0.8884 0.7056
H -4.0579 2.3454 -0.4663
H -2.8921 0.4157 -2.5777
H -5.1457 4.4441 -1.1244
H -4.2615 1.5538 -4.2394
H -6.3774 5.7605 -2.8447
H -5.5185 2.9953 -5.8024
H -0.5383 0.3833 -3.0392
H -2.0569 2.7079 0.2751
H 1.7928 1.3517 -2.5103
H 0.3941 3.3439 0.8506
P -0.7834 -2.0644 -0.4187
C 5.0544 1.0363 0.3101
C 6.3882 1.6885 -0.0342
H 4.7458 1.3709 1.3076
H 4.2799 1.3884 -0.3917
H 6.3470 2.7598 0.2002
H 7.1912 1.2428 0.5604
H 6.6043 1.5625 -1.0977
C 4.1944 -1.3061 -1.2482
C 5.1082 -2.2248 -2.0810
H 3.9487 -0.3990 -1.8132
H 3.2490 -1.8059 -0.9995
H 4.7417 -2.2971 -3.1138
H 6.1358 -1.8364 -2.1264
H 5.1337 -3.2304 -1.6341
C 4.0411 -1.5234 1.7111
C 4.9500 -2.1026 2.8049
H 3.4360 -2.3223 1.2663
H 3.3273 -0.7837 2.0943
H 4.4031 -2.8351 3.4044
H 5.8024 -2.6274 2.3581
H 5.2996 -1.2922 3.4582
C -0.6555 -3.3419 0.8925
C -1.6515 -4.5109 0.8654
H -0.7251 -2.8104 1.8556
H 0.3730 -3.7435 0.8477
H -2.6491 -4.2238 1.2155
H -1.7390 -4.9684 -0.1252
H -1.3052 -5.2973 1.5452
C 0.5051 -2.6082 -1.5987
C 0.2397 -2.3190 -3.0684
H 0.6755 -3.6885 -1.4418
H 1.4277 -2.1017 -1.2786
H -0.7499 -2.6605 -3.3769
H 0.3328 -1.2559 -3.2960
H 0.9821 -2.8351 -3.6855
C -2.4256 -2.3251 -1.2084
C -3.5875 -1.7791 -0.3827
H -2.5368 -3.4061 -1.3657
H -2.4087 -1.8512 -2.1988
H -4.4081 -1.4679 -1.0465
H -3.9850 -2.5430 0.3025
H -3.3403 -0.8862 0.2288
N -2.0052 -0.5700 3.9806
C -1.9459 -0.6619 2.6437
N -1.2246 0.3412 2.1352
C -0.7441 1.0870 3.2414
C 0.0654 2.2186 3.3736
C 0.2076 2.8058 4.6316
C -0.3957 2.2641 5.7657
C -1.1409 1.0829 5.6644
C -1.2703 0.5378 4.3953
H -2.5359 -1.1866 4.5809
H -2.4379 -1.4766 2.0872
H 0.5635 2.5839 2.4931
H 0.8073 3.7110 4.7048
H -0.2594 2.7713 6.7143
H -1.6016 0.6022 6.5186
*
```

Summary:
Max |F|: 0.0664 hartree/bohr
Gap between HOMO and LUMO (alpha / beta): 0.17816 / 0.18004 hartree
Calculated total energy: -5516.68703 Eh


Record order is preserved below.
Energy above the lowest of the compared OMol25 structures with the same formula, charge and spin: 2.8513; 1.0083; 0.2964; 2.3889; 0.3824 eV
Record order is preserved below.
Molecular weight: 834.992; 639.624; 921.587; 673.526; 662.460 g mol⁻¹